1.
DFT (ωB97M-V/def2-TZVPD) results for 2 unconnected molecules or ions with the total composition C4H12 at a distorted geometry.

Properties
SMILES: CC.CC
ΔE to the lowest compared entry with this formula, charge and spin, eV: 1.231
HOMO, eV: -11.368
HOMO-LUMO gap, Ha: 0.459

Last column: Mulliken charge in e.
Atoms and positions in Å:
C  -0.79  -0.05  -1.77  -0.578
C  -2.09  0.97  -1.50  -0.858
H  -0.10  0.64  -2.32  0.214
H  -0.26  -0.43  -0.86  -0.054
H  -1.10  -0.82  -2.35  0.405
H  -1.67  1.91  -1.27  0.281
H  -2.80  0.92  -2.33  0.319
H  -2.54  0.57  -0.57  0.259
C  1.36  0.29  1.53  -0.547
C  1.54  -1.22  1.70  -0.812
H  0.49  0.39  0.83  0.002
H  1.02  0.84  2.50  0.253
H  2.18  0.75  1.27  0.315
H  0.85  -1.64  2.46  0.228
H  1.35  -1.68  0.69  0.220
H  2.47  -1.41  2.12  0.353

2.
DFT (ωB97M-V/def2-TZVPD) results for 2 unconnected molecules or ions with the total composition C4H12 at a distorted geometry.

Properties
SMILES: CC.CC
ΔE to the lowest compared entry with this formula, charge and spin, eV: 1.404
HOMO, eV: -11.289
HOMO-LUMO gap, Ha: 0.454

Last column: Mulliken charge in e.
Atoms and positions in Å:
C  0.33  -1.21  -0.58  -0.801
C  0.31  -2.72  -0.64  -1.146
H  0.55  -0.79  -1.55  0.325
H  -0.54  -0.71  -0.28  0.367
H  1.15  -0.99  0.06  0.317
H  0.24  -3.19  0.37  0.277
H  1.13  -3.28  -1.16  0.306
H  -0.40  -3.07  -1.30  0.376
C  -0.01  1.62  0.09  -0.832
C  -0.70  2.36  1.25  -1.033
H  0.76  2.20  -0.39  0.423
H  0.51  0.77  0.51  0.128
H  -0.53  1.29  -0.73  0.380
H  -0.06  3.04  1.59  0.344
H  -1.50  3.06  0.93  0.276
H  -1.25  1.63  1.84  0.293

3.
DFT (ωB97M-V/def2-TZVPD) results for 2 unconnected molecules or ions with the total composition C4H12 at a distorted geometry.

Properties
SMILES: CCC.C
ΔE to the lowest compared entry with this formula, charge and spin, eV: 0.152
HOMO, eV: -11.439
HOMO-LUMO gap, Ha: 0.467

Last column: Mulliken charge in e.
Atoms and positions in Å:
C  2.34  3.80  -4.79  -0.908
H  1.39  3.31  -5.03  0.232
H  2.26  4.07  -3.74  0.227
H  2.56  4.60  -5.49  0.218
H  3.07  3.00  -4.88  0.231
C  0.09  -1.14  2.35  -1.062
C  -0.99  -1.94  1.60  -0.138
C  -2.24  -2.09  2.43  -1.143
H  0.83  -0.69  1.69  0.310
H  0.67  -1.73  3.06  0.294
H  -0.41  -0.36  2.94  0.287
H  -0.54  -2.92  1.43  0.213
H  -1.25  -1.45  0.66  0.285
H  -2.10  -2.79  3.25  0.307
H  -2.67  -1.15  2.76  0.340
H  -3.02  -2.53  1.78  0.308